The following is a DFT calculation (ωB97M-V/def2-TZVPD) of C28H31GaN4O5S as an isolated structure.

The calculation puts the gap between HOMO and LUMO at 7.0912 eV. The lowest unoccupied orbital energy comes out at -0.2 eV. Its multiplicity is 1. For the total energy, the calculation gives -108949.1175 eV. The relative energy (zero: lowest compared OMol25 entry of this formula, charge and spin) is 37.1 kcal/mol.

CARTESIAN COORDINATES (ANGSTROEM)
Ga: -10.109 15.311 8.715
C: -12.080 18.342 11.999
O: -12.580 18.337 10.657
C: -13.247 17.265 10.127
C: -14.614 17.419 9.850
C: -15.359 16.327 9.454
C: -14.738 15.141 9.058
C: -13.362 14.996 9.216
C: -12.760 13.833 8.703
N: -11.447 13.617 8.668
N: -10.876 12.415 8.716
C: -9.528 12.598 8.651
O: -9.011 13.800 8.642
C: -8.646 11.425 8.776
C: -9.165 10.133 8.975
C: -8.368 9.093 9.477
C: -6.967 9.294 9.638
C: -6.416 10.510 9.261
C: -7.235 11.613 8.876
C: -12.583 16.064 9.774
O: -11.263 15.974 10.043
H: -11.231 19.039 11.993
H: -11.745 17.353 12.328
H: -12.846 18.740 12.666
H: -15.116 18.365 9.917
H: -16.405 16.444 9.378
H: -15.349 14.344 8.685
H: -13.425 13.047 8.415
H: -10.240 9.960 8.792
H: -8.848 8.129 9.611
H: -6.312 8.510 9.994
H: -5.333 10.615 9.211
H: -6.796 12.589 8.600
C: -9.127 18.103 4.288
C: -10.190 18.756 5.163
N: -9.700 18.984 6.522
C: -9.144 20.341 6.910
C: -10.126 21.158 7.692
C: -9.725 17.999 7.456
S: -10.274 16.401 6.866
N: -9.299 18.318 8.662
C: -8.628 17.570 9.525
O: -8.578 16.302 9.522
C: -7.991 18.268 10.660
C: -8.184 19.619 10.893
C: -7.369 20.309 11.786
C: -6.392 19.608 12.492
C: -6.285 18.216 12.339
C: -7.091 17.525 11.451
H: -9.512 18.068 3.232
H: -8.814 17.089 4.501
H: -8.222 18.758 4.365
H: -11.097 18.131 5.240
H: -10.466 19.755 4.796
H: -8.831 20.806 5.949
H: -8.193 20.107 7.444
H: -11.030 21.359 7.115
H: -9.656 22.153 7.902
H: -10.370 20.680 8.637
H: -8.963 20.180 10.361
H: -7.522 21.361 11.950
H: -5.669 20.127 13.127
H: -5.671 17.625 12.996
H: -6.951 16.476 11.249
C: -9.757 12.023 4.110
O: -8.970 12.956 4.892
H: -9.820 11.019 4.536
H: -9.369 11.945 3.074
H: -10.801 12.374 4.119
H: -8.200 12.481 5.271

Results of the Mulliken charge analysis, in e, for atoms 1 through 4: 0.7334 -0.6275 -0.3972 0.3984